Entry 1:
C4H6N4O3S | wB97M-V/def2-TZVPD

Calculated values
- Lowest unoccupied orbital energy: 0.77 eV
- DFT total energy: -998.69933 Ha
- Molar mass: 190.18 g/mol
- Kohn-Sham gap: 8.412 eV
- ΔE to the lowest compared entry with this formula, charge and spin: 189.2 kcal per mole
- HOMO energy: -7.6 eV

Geometry as ORCA input:
```
! RIJCOSX wB97M-V def2-TZVPD def2/J DEFGRID3
* xyz 0 1
O 0.14 -2.74 -0.73
S 0.60 -1.81 0.53
N 1.23 -0.44 -0.41
C 2.58 -0.09 -0.22
C 2.67 1.22 -0.01
O 1.46 1.82 0.07
N 0.52 0.82 -0.39
H -0.69 -2.63 -1.17
H 3.34 -0.91 -0.19
H 3.62 1.73 0.06
H 0.13 0.89 -1.35
C -2.17 -0.15 1.21
C -2.43 1.10 0.66
O -2.41 0.97 -0.63
N -2.00 -0.30 -0.93
N -1.85 -0.94 0.17
H -2.08 -0.61 2.13
H -2.64 2.07 1.21
*
```

Entry 2:
C3HFeO3 | wB97M-V/def2-TZVPD

Calculated values
- Lowest unoccupied orbital energy (alpha / beta): -5.01 / -8.68 eV
- DFT total energy: -1603.76429 Ha
- Molar mass: 140.88 g/mol
- Kohn-Sham gap (alpha / beta): 7.488 / 5.407 eV
- <S²>: 12.012
- ΔE to the lowest compared entry with this formula, charge and spin: 71.7 kcal per mole
- HOMO energy (alpha / beta): -12.5 / -14.1 eV

Geometry as ORCA input:
```
! RIJCOSX wB97M-V def2-TZVPD def2/J DEFGRID3
* xyz 1 7
C 0.96 0.62 0.96
C 0.30 0.80 -0.03
O 1.62 0.51 2.09
H 2.50 0.15 1.95
O -0.48 1.12 -1.06
C -1.33 0.14 -1.64
O -1.50 -0.83 -0.88
Fe -2.07 -2.52 -1.39
*
```

Entry 3:
C3H3NO3 | wB97M-V/def2-TZVPD

Calculated values
- Lowest unoccupied orbital energy: 0.19 eV
- DFT total energy: -396.46642 Ha
- Molar mass: 101.06 g/mol
- Kohn-Sham gap: 9.639 eV
- ΔE to the lowest compared entry with this formula, charge and spin: 99.2 kcal per mole
- HOMO energy: -9.4 eV

Geometry as ORCA input:
```
! RIJCOSX wB97M-V def2-TZVPD def2/J DEFGRID3
* xyz 0 1
N -1.18 -1.12 -0.33
C -0.31 -0.24 -0.50
O 0.04 0.89 0.20
C -0.31 1.04 1.50
O -0.95 0.27 2.15
C 1.64 -0.87 -1.45
O 0.48 -0.26 -1.64
H -1.71 -1.00 0.53
H 0.10 2.00 1.86
H 2.10 -0.79 -2.46
*
```

Entry 4:
C16H17NS2 | wB97M-V/def2-TZVPD

Calculated values
- Lowest unoccupied orbital energy: -3.02 eV
- DFT total energy: -1470.90295 Ha
- Molar mass: 287.45 g/mol
- Kohn-Sham gap: 3.106 eV
- ΔE to the lowest compared entry with this formula, charge and spin: 63.9 kcal per mole
- HOMO energy: -6.1 eV

Geometry as ORCA input:
```
! RIJCOSX wB97M-V def2-TZVPD def2/J DEFGRID3
* xyz 0 1
C -1.61 0.97 2.06
N -0.75 -0.19 2.10
C -1.39 -1.48 2.11
C 0.61 -0.07 1.86
S 1.19 1.49 1.60
S 1.50 -1.50 1.89
H -1.16 1.83 2.56
H -1.87 1.24 1.03
H -2.53 0.71 2.59
H -0.80 -2.22 2.64
H -2.35 -1.37 2.63
H -1.60 -1.84 1.09
C 2.15 0.54 5.52
C 0.79 0.87 5.65
C 0.39 2.21 5.31
C -0.92 2.63 5.44
C -1.91 1.74 5.91
C -1.54 0.43 6.22
C -0.24 -0.02 6.07
C 2.95 -0.48 6.09
C 4.36 -0.43 5.83
C 5.22 -1.39 6.35
C 4.73 -2.45 7.12
C 3.35 -2.52 7.38
C 2.48 -1.54 6.93
H 2.72 1.25 4.91
H 1.15 2.90 4.92
H -1.19 3.66 5.18
H -2.94 2.09 6.02
H -2.31 -0.25 6.60
H -0.01 -1.08 6.22
H 4.75 0.38 5.21
H 6.29 -1.31 6.15
H 5.41 -3.20 7.52
H 2.97 -3.36 7.97
H 1.43 -1.57 7.24
*
```

Entry 5:
CFO3 | wB97M-V/def2-TZVPD

Calculated values
- Lowest unoccupied orbital energy: 4.48 eV
- DFT total energy: -363.65057 Ha
- Molar mass: 79.01 g/mol
- Kohn-Sham gap: 9.145 eV
- ΔE to the lowest compared entry with this formula, charge and spin: 8.4 kcal per mole
- HOMO energy: -4.7 eV

Geometry as ORCA input:
```
! RIJCOSX wB97M-V def2-TZVPD def2/J DEFGRID3
* xyz -1 1
C -0.74 -0.09 0.01
O -0.64 -1.26 -0.02
O -1.50 0.79 -0.03
O 0.93 0.78 0.05
F 1.95 -0.22 -0.01
*
```

Entry 6:
C28H35N2OOs | wB97M-V/def2-TZVPD

Calculated values
- Lowest unoccupied orbital energy (alpha / beta): 2.74 / 2.74 eV
- DFT total energy: -1363.23320 Ha
- Molar mass: 605.83 g/mol
- Kohn-Sham gap (alpha / beta): 5.361 / 5.359 eV
- ΔE to the lowest compared entry with this formula, charge and spin: 29.3 kcal per mole
- HOMO energy (alpha / beta): -2.6 / -2.6 eV

Geometry as ORCA input:
```
! RIJCOSX wB97M-V def2-TZVPD def2/J DEFGRID3
* xyz -1 1
Os 0.36 0.46 0.85
C -2.37 -3.25 2.74
C -2.88 -3.56 1.33
C -1.80 -3.56 0.27
C -1.42 -4.82 -0.17
C -0.46 -5.02 -1.15
C 0.15 -3.90 -1.70
C -0.16 -2.63 -1.27
C 0.56 -1.48 -1.93
C 2.03 -1.43 -1.50
C -1.12 -2.41 -0.24
N -1.28 -1.13 0.21
C -2.45 -0.64 0.63
C -2.50 0.59 1.32
C -3.53 1.15 2.08
C -3.01 2.32 2.65
C -1.71 2.45 2.18
N -1.39 1.42 1.37
H -3.12 -3.51 3.49
H -2.14 -2.20 2.83
H -1.47 -3.83 2.94
H -3.69 -2.87 1.09
H -3.33 -4.56 1.34
H -1.90 -5.69 0.26
H -0.20 -6.01 -1.48
H 0.89 -4.02 -2.49
H 0.08 -0.53 -1.67
H 0.50 -1.60 -3.02
H 2.09 -1.15 -0.44
H 2.56 -0.68 -2.08
H 2.51 -2.39 -1.64
H -3.39 -1.14 0.42
H -4.50 0.72 2.25
H -3.52 3.01 3.29
H -1.01 3.25 2.38
C 0.16 3.96 -0.31
C 1.28 3.03 -0.85
C 2.52 3.93 -1.03
C 1.56 1.94 0.19
C 0.91 2.42 -2.19
C -0.37 2.51 -2.71
C -0.67 2.04 -3.98
C 0.33 1.48 -4.77
C 1.60 1.35 -4.25
C 1.88 1.80 -2.97
H 0.52 4.42 0.61
H -0.73 3.38 -0.07
H -0.09 4.74 -1.02
H 2.70 4.48 -0.11
H 2.36 4.64 -1.84
H 3.41 3.35 -1.25
H 2.34 2.33 0.86
H -1.16 2.95 -2.13
H -1.67 2.13 -4.37
H 0.11 1.16 -5.78
H 2.38 0.90 -4.85
H 2.88 1.68 -2.58
C 3.45 0.95 3.03
O 2.29 0.23 3.37
C 1.51 -0.32 2.36
C 0.63 -1.37 3.03
H 3.40 1.95 3.47
H 3.55 1.04 1.95
H 4.32 0.43 3.44
H 1.15 -1.82 3.88
H 0.34 -2.15 2.33
H -0.29 -0.91 3.42
*
```

> What is the DFT total energy in the second record?

-1603.76429 Ha